A molecular structure, C22H46Br4ClMgN8O18PS2, computed with the ωB97M-V functional and the def2-TZVPD basis.

The geometry in XYZ format:
```
103
Properties=species:S:1:pos:R:3:forces:R:3:mulliken_charge:R:1
C -3.8953 -4.3216 -2.1571 0.228 0.011 -0.442 -1.258
C -2.3211 -4.0270 -1.9914 -0.875 -2.054 0.525 0.934
O -1.8378 -4.9153 -0.9850 -0.528 2.411 -0.484 -0.463
N -2.1254 -2.5790 -1.6036 -1.049 0.825 -2.416 -0.357
C -2.3893 -1.8073 -2.8326 1.361 -0.047 1.024 -0.502
N -3.5011 -1.0966 -3.0310 2.459 -1.108 0.112 0.519
C -3.7117 -0.3415 -4.3010 -0.813 1.475 -1.607 -0.415
C -4.4543 1.0818 -4.1003 0.898 1.911 -0.142 -0.029
N -3.7817 2.2020 -4.2697 -1.564 -2.820 0.500 -0.550
N -1.3552 -1.8682 -3.8727 -2.013 -0.108 1.054 -0.019
Cl -0.1911 -0.6113 -3.7082 -0.325 0.013 -0.045 -0.049
C -0.7585 -3.2137 -4.0360 1.149 -1.520 -0.834 -0.783
C -1.6040 -4.4077 -3.3811 -0.445 0.728 -0.143 0.096
N -0.7020 -5.6046 -3.1832 -0.050 -0.731 -6.118 -0.395
C -0.4337 -6.0435 -4.3701 2.017 0.339 2.398 0.345
S 0.3251 -6.5394 -5.7588 -2.052 0.922 2.865 -0.254
H -4.5486 -3.6755 -1.4853 1.175 -0.930 -0.676 0.168
H -4.0357 -5.4198 -1.9034 0.153 1.363 -0.242 0.426
H -4.2637 -4.1719 -3.2354 0.724 -0.122 1.564 0.178
H -1.1926 -4.4253 -0.4163 0.065 -0.688 -0.260 0.303
H -1.1425 -2.4229 -1.2837 -0.156 -0.260 -0.528 0.388
H -4.2098 -1.1267 -2.2655 0.522 0.243 -0.728 0.160
H -2.7472 -0.0609 -4.8517 -1.166 -0.649 1.365 0.289
H -4.2898 -1.0128 -5.0357 0.562 1.025 1.271 0.325
H -5.5551 1.1928 -3.8507 1.274 -0.977 -0.204 0.225
H -4.4213 3.0056 -4.1014 0.483 -0.670 -0.199 0.279
H -0.7317 -3.4304 -5.1676 -0.040 0.463 1.629 0.358
H 0.3278 -3.2582 -3.6915 -1.513 0.129 0.119 0.357
H -2.4063 -4.7102 -4.1336 0.877 0.574 1.090 0.422
C 2.1634 -6.2399 0.7281 0.453 0.099 -0.326 -0.373
C 2.3307 -6.2240 2.2325 0.079 -0.354 0.222 -0.710
C 1.1379 -5.3947 2.6705 -0.126 0.201 0.209 -0.231
O 0.1029 -5.6211 1.7082 0.327 -0.211 -0.206 -0.305
C 0.6611 -6.3019 0.5804 -0.340 -0.106 0.014 0.903
H 2.6751 -7.0708 0.2371 -0.105 -0.062 0.052 0.394
H 2.5400 -5.3065 0.3027 -0.159 -0.096 0.007 -0.095
H 2.2440 -7.2422 2.6263 -0.005 0.073 0.023 0.276
H 3.2843 -5.8093 2.5664 -0.060 0.044 -0.001 0.395
H 1.3733 -4.3247 2.6634 0.004 0.027 -0.008 0.269
H 0.7799 -5.6654 3.6666 -0.058 0.108 -0.193 0.145
H 0.3034 -7.3393 0.6031 0.004 -0.174 0.019 0.090
H 0.3129 -5.8308 -0.3404 0.124 0.010 0.107 -0.492
O 1.2034 -3.4748 -0.5188 -1.374 0.788 -0.642 -0.835
H 2.1511 -3.5823 -0.5451 0.309 0.123 -0.119 0.024
C -7.7328 -4.4183 -2.0369 -0.134 -0.246 -0.088 -0.306
Br -6.9691 -4.0384 -3.7780 -0.361 0.000 0.154 0.017
Br -7.0879 -3.1863 -0.6840 -0.264 -1.030 0.405 -0.049
Br -9.6684 -4.4802 -2.0999 0.434 0.104 0.030 -0.017
H -7.3915 -5.4101 -1.7463 -0.021 0.262 -0.029 0.417
C 1.3283 0.2758 -0.5937 0.177 0.435 -0.311 -0.468
C 2.7371 0.1919 -0.1069 -0.329 -3.466 -0.068 0.224
O 3.3457 -0.8222 0.1005 -0.457 0.675 -0.395 -0.449
N 3.5112 1.3653 0.2594 0.638 1.008 0.890 -0.006
C 3.2157 2.6609 -0.3850 0.161 0.691 -0.098 -0.972
H 1.0382 -0.6878 -1.0163 0.304 -0.301 0.380 -0.130
H 0.6699 0.5155 0.2449 -0.005 0.087 -0.036 0.359
H 1.2317 1.0348 -1.3727 -0.085 0.188 0.194 0.410
H 3.4157 1.4269 1.2816 -0.082 0.369 -0.013 0.416
H 4.4805 1.0452 0.1472 -0.038 0.276 -0.154 0.421
H 3.9457 3.3862 -0.0235 -0.202 0.149 -0.007 0.369
H 2.2107 2.9756 -0.1061 0.165 0.070 -0.034 0.430
H 3.3104 2.5418 -1.4642 -0.052 -0.004 0.116 0.328
O 2.2954 6.0831 0.6780 3.769 -0.670 0.956 -0.763
P 2.6628 7.2743 1.5692 -7.196 2.859 -0.362 1.236
O 1.3993 7.0886 2.6260 0.851 -0.509 -0.062 -0.236
C 1.5280 6.0975 3.6441 0.508 -1.006 -0.394 -0.407
C 2.5876 6.4724 4.6699 1.448 -0.317 -0.778 -0.917
O 2.0130 8.3957 0.5219 0.995 0.243 -0.376 -0.441
C 1.7920 8.1031 -0.8491 -0.104 -0.202 0.102 -0.406
C 0.3865 7.5705 -1.0686 -0.279 -0.036 -0.033 -1.090
O 3.1961 8.5736 2.5433 2.144 -2.391 -0.680 -0.350
C 2.6712 9.8965 2.4650 -0.042 0.689 -0.392 -0.269
C 1.1922 10.0261 2.7860 -0.206 -0.249 0.177 -0.837
H 1.7618 5.1241 3.1897 0.202 -0.026 -0.210 0.091
H 0.5484 6.0108 4.1383 0.635 -0.439 -1.044 0.443
H 3.5860 6.4732 4.2160 0.028 -0.284 -0.107 0.122
H 2.5952 5.7614 5.4978 -0.037 0.027 -0.067 0.468
H 2.4161 7.4677 5.0632 0.445 -0.232 -0.214 0.344
H 2.5533 7.4171 -1.2292 -0.170 -0.060 0.124 0.309
H 1.9113 9.0360 -1.4058 0.018 0.152 0.138 0.338
H 0.1337 6.7652 -0.3761 0.276 0.005 -0.036 0.274
H 0.2690 7.1976 -2.0917 -0.005 0.068 0.022 0.360
H -0.3490 8.3627 -0.9024 0.056 0.003 -0.060 0.309
H 2.9103 10.3355 1.4936 -0.100 -0.094 -0.015 0.256
H 3.2321 10.4811 3.2031 0.137 -0.378 0.060 0.374
H 0.5579 9.4966 2.0765 0.122 -0.008 0.002 0.166
H 0.8979 11.0812 2.7646 0.208 0.030 0.018 0.387
H 0.9723 9.6232 3.7787 0.029 0.024 -0.095 0.186
Br 0.2811 7.3153 5.5823 -3.537 2.220 3.148 -0.724
Mg -7.2133 -0.6338 -1.7771 -0.053 0.872 -0.365 -0.031
N -1.5680 -5.3769 4.7519 -0.127 0.121 -0.071 1.061
O -2.2683 -6.3984 4.6646 0.030 0.036 0.049 -0.577
O -0.5036 -5.4061 5.3956 -0.095 -0.082 0.131 -0.630
O -1.9303 -4.3264 4.1978 0.004 -0.050 0.048 -0.574
N 6.0398 6.4070 2.4675 0.670 0.322 0.793 0.992
O 5.6739 5.9252 3.5528 -0.025 -0.163 -0.204 -0.644
O 5.4387 6.0951 1.4080 -0.773 0.050 -0.469 -0.633
O 7.0028 7.1907 2.4251 -0.104 -0.099 -0.210 -0.658
O -1.6971 -9.7829 0.6764 0.160 0.243 0.301 -0.487
S -0.7181 -10.4975 1.5119 0.104 -0.211 -0.202 1.334
O -0.7774 -11.9386 1.2202 0.200 0.144 0.305 -0.562
O -1.0329 -10.2735 2.9326 -0.315 -0.110 -0.183 -0.472
O 0.6344 -9.9915 1.2189 -0.157 0.019 -0.290 -0.489
```
Positions in Å, forces in eV/Å.

Properties
Multiplicity: 1
Charge: -2
HOMO level in eV: -2.29
Orbital gap in eV: 0.87
Electronic energy in hartree: -14751.43016